97
Properties=species:S:1:pos:R:3:lowdin_charge:R:1 method="wB97M-V/def2-TZVPD" e_homo_ev=-7.59 smiles="CC(=O)OCCCCCCc1cc(CP(=O)(O)O)c(P(C)C)c2c1C(=O)C=C([PH2]=S)C2=O.CCO.CCO.CCO.CCO" e_tot_ha=-3386.42735 spin_multiplicity=1 gap_ev=6.10
C 4.22310 3.61986 0.81682 0.0202
C 2.72960 3.64402 1.44849 -0.4003
O 2.47735 4.53353 2.30036 0.0278
O 1.82436 2.63814 1.02521 -0.0734
C 0.77885 2.40115 2.02307 -0.1539
C 0.11091 0.95201 1.72406 -0.1443
C -1.50706 0.96699 1.86292 -0.1721
C -1.99659 -0.21193 2.85855 -0.1837
C -2.83692 -1.33231 2.07201 -0.1895
C -1.87367 -2.53600 1.53918 -0.1529
C -0.79960 -2.04641 0.47220 -0.0883
C -1.36216 -1.40975 -0.84583 0.0402
C -0.37196 -0.85424 -1.93117 -0.1915
C -1.04668 -0.18117 -3.21205 -0.1957
P -1.49610 -1.53959 -4.44728 0.6559
O -1.46208 -0.89906 -5.86279 -0.3759
O -3.05222 -2.20321 -4.10155 -0.1959
O -0.42754 -2.88413 -4.39743 -0.2087
C 1.17479 -0.90585 -1.78755 -0.2494
P 2.45952 -0.24420 -2.99009 0.9037
C 1.87086 -0.20084 -4.78039 -0.3047
C 3.14892 1.41388 -2.39499 -0.2961
C 1.73473 -1.55496 -0.46695 -0.0414
C 0.73546 -2.10420 0.62296 -0.0088
C 1.38608 -2.73653 1.95762 -0.2587
O 0.88550 -2.63347 3.10112 0.0374
C 2.79519 -3.48914 1.70729 0.0140
C 3.69541 -3.01482 0.69921 -0.2980
P 5.28759 -3.98722 0.44195 0.3511
S 4.86596 -5.74555 -0.35249 0.0471
C 3.28284 -1.69026 -0.13223 -0.2967
O 4.17549 -0.85785 -0.41707 0.0136
H 4.21958 3.15497 -0.23589 0.0720
H 4.88631 3.05180 1.55687 0.1004
H 4.53509 4.72774 0.75880 0.0849
H 1.20893 2.41794 3.08670 0.1421
H -0.03909 3.17564 1.84583 0.1268
H 0.43477 0.61175 0.67623 0.0914
H 0.56843 0.20209 2.45904 0.1021
H -1.96491 0.78194 0.81626 0.0968
H -1.90177 2.00190 2.18061 0.1071
H -2.68952 0.27271 3.64837 0.1105
H -1.12550 -0.71644 3.42450 0.1084
H -3.39074 -0.93117 1.13891 0.1049
H -3.65756 -1.71445 2.79065 0.0922
H -1.44667 -3.10194 2.43069 0.1060
H -2.58331 -3.27558 1.00247 0.1218
H -2.50475 -1.36346 -0.98863 0.1194
H -0.44050 0.67496 -3.65055 0.0909
H -2.05407 0.26280 -2.85422 0.1142
H -3.07903 -3.00568 -4.68122 0.0784
H 0.02261 -2.97434 -5.27286 0.0797
H 1.33080 -1.14652 -5.13281 0.0305
H 2.80201 -0.09617 -5.46069 0.0261
H 1.26235 0.76054 -4.95380 0.0445
H 2.91942 2.21085 -3.17921 0.0462
H 4.28417 1.30132 -2.30959 0.0425
H 2.65473 1.62824 -1.37116 0.0380
H 3.02597 -4.39664 2.35554 0.1239
H 5.87774 -4.24310 1.73701 -0.0146
H 6.24574 -3.25672 -0.32719 -0.0150
C 6.74117 -0.73316 -7.25288 -0.0943
C 5.37973 -1.11157 -6.70453 -0.3168
O 4.51733 0.02142 -6.70400 -0.1133
H 7.18772 0.06439 -6.65349 0.0776
H 7.41463 -1.59338 -7.25331 0.0754
H 6.65471 -0.35360 -8.27531 0.0724
H 5.46762 -1.46940 -5.67657 0.1147
H 4.92163 -1.90207 -7.30733 0.1101
H 4.43663 0.32753 -7.61726 0.0909
C -7.52226 -3.59137 3.50090 -0.0890
C -6.28155 -2.94530 4.08532 -0.3151
O -5.87438 -1.84683 3.27965 -0.1065
H -7.33039 -3.93786 2.48203 0.0790
H -7.84295 -4.44144 4.10817 0.0740
H -8.34299 -2.87036 3.44343 0.0601
H -5.45813 -3.66219 4.12092 0.1121
H -6.47052 -2.58542 5.10187 0.1093
H -6.60653 -1.21158 3.25989 0.0589
C 5.75052 6.48496 3.93848 -0.0949
C 4.75466 7.53644 3.49047 -0.3219
O 4.45138 7.36992 2.11199 -0.0939
H 6.67069 6.55377 3.35200 0.0755
H 5.99661 6.60543 4.99642 0.0718
H 5.34728 5.47991 3.78322 0.0660
H 5.16878 8.53780 3.62666 0.1104
H 3.82625 7.46537 4.06602 0.1095
H 4.07641 6.48376 2.00135 0.0398
C -10.46005 -0.53936 1.74269 -0.0913
C -9.55777 0.30834 2.61742 -0.3154
O -8.19690 0.12855 2.24013 -0.0937
H -10.19473 -1.59635 1.82863 0.0699
H -11.50778 -0.41454 2.02598 0.0763
H -10.34553 -0.26640 0.68957 0.0748
H -9.65899 0.01808 3.66530 0.1136
H -9.81057 1.36930 2.52700 0.1094
H -8.11284 0.39536 1.31528 0.0919